Molecular formula: C36H85BCl2N6O10P3S
Method: DFT, ωB97M-V with the def2-TZVPD basis set

XYZ file:
```
144
Properties=species:S:1:pos:R:3
C 2.5178 0.9721 -1.9098
C 1.3271 1.9157 -2.2492
C 0.8701 2.7933 -1.0526
C 0.5478 2.0043 0.2485
C -0.9597 1.6078 0.3537
C -1.2699 0.4959 -0.7259
C -2.4785 -0.3315 -0.2100
P -2.8627 -1.9549 -1.1378
C -4.7370 -1.6814 -0.6988
C -5.6167 -2.9615 -0.6978
C -6.9469 -2.6077 0.0914
C -8.1332 -3.4573 -0.4940
S -9.4134 -2.4695 -1.2953
O -9.5424 -1.1390 -0.7694
O -10.6659 -3.1760 -1.1325
O -9.1329 -2.4096 -2.8880
C -3.1445 -0.7914 -2.6940
C -3.9911 -1.3951 -3.8560
C -4.5453 -0.1801 -4.7168
C -3.4894 0.4211 -5.6253
O -3.4963 0.1900 -6.7949
O -2.5866 1.2421 -5.0355
C -1.6857 1.8496 -5.9601
C -0.5484 2.4962 -5.1001
C -2.4806 -3.1777 0.3126
Cl -3.3964 -2.8418 1.8925
C -1.0225 -3.4632 0.7547
C -0.2793 -4.5571 -0.0611
Cl 0.0592 -2.0590 1.0733
O -1.2583 -2.1588 -1.8470
C -1.2149 -3.0514 -2.9086
C -2.3827 -4.0751 -2.7097
B -2.8034 -4.8019 -4.0696
O -4.1182 -5.1580 -4.2979
C -1.6298 -5.0518 -5.1413
C -2.0653 -6.0103 -6.2939
O -3.4080 -3.3829 -2.0131
H 2.1211 -0.0335 -1.6806
H 3.1812 0.8916 -2.7795
H 3.0227 1.3125 -0.9943
H 1.6901 2.6036 -3.0393
H 0.4828 1.3764 -2.7077
H 1.7001 3.4953 -0.8436
H 0.0057 3.3903 -1.3924
H 1.2039 1.1315 0.3950
H 0.7848 2.6942 1.0820
H -1.5233 2.5226 0.1095
H -1.1016 1.2411 1.3764
H -0.3291 -0.0562 -0.8342
H -1.4511 1.0614 -1.6515
H -2.2752 -0.4886 0.8682
H -3.3382 0.3612 -0.2196
H -5.2192 -0.9981 -1.4224
H -4.8587 -1.1533 0.2634
H -5.1824 -3.8058 -0.1488
H -5.9728 -3.2397 -1.6998
H -6.8750 -2.8995 1.1496
H -7.1919 -1.5424 -0.0149
H -7.7880 -4.2026 -1.2272
H -8.6631 -4.0211 0.2864
H -9.9014 -1.9867 -3.3081
H -3.6277 0.1636 -2.4157
H -2.1866 -0.4940 -3.1584
H -3.3519 -1.9501 -4.5620
H -4.8883 -1.9390 -3.5412
H -5.0180 0.5713 -4.0614
H -5.3611 -0.6018 -5.3257
H -1.2022 1.1238 -6.6303
H -2.1487 2.6161 -6.5991
H -0.1338 3.3585 -5.6372
H 0.2012 1.7101 -4.9400
H -0.9821 2.8014 -4.1363
H -2.8929 -4.1526 0.0210
H -1.1194 -3.9419 1.7436
H 0.2826 -4.1519 -0.9090
H -0.9233 -5.4139 -0.2931
H 0.4848 -4.9451 0.6411
H -0.3125 -3.7006 -2.9612
H -1.1886 -2.5452 -3.8957
H -2.2097 -4.9484 -2.0309
H -4.2023 -6.0285 -4.7105
H -0.6892 -5.3513 -4.6497
H -1.4345 -4.0568 -5.5884
H -1.2224 -6.2896 -6.9417
H -2.4974 -6.9158 -5.8333
H -2.8159 -5.4794 -6.8989
O 0.9612 1.4644 3.7678
P 0.5010 1.2054 5.1943
N 2.0727 1.2654 5.8940
C 2.6921 0.3811 6.8493
C 2.5927 2.6147 6.0394
N -0.0984 -0.4068 4.8744
C 0.7312 -1.5899 5.0496
C -0.7612 -0.5368 3.5615
N -0.2997 1.1960 6.7827
C -0.5362 0.0315 7.6036
C -1.5624 1.9547 6.6889
H 2.4067 0.6115 7.8885
H 3.7809 0.4723 6.7869
H 2.4921 -0.6688 6.6505
H 2.1431 3.1278 6.9045
H 2.3815 3.2079 5.1456
H 3.6781 2.6136 6.1626
H 1.6828 -1.5195 4.5058
H 0.2029 -2.4789 4.6975
H 0.9313 -1.7978 6.1028
H -0.0434 -0.6600 2.7547
H -1.3664 0.3455 3.3461
H -1.4366 -1.3943 3.5511
H -1.2641 -0.6620 7.1653
H -0.9301 0.3605 8.5702
H 0.3745 -0.5152 7.8396
H -2.3173 1.4087 6.1059
H -1.3899 2.9176 6.1969
H -1.9729 2.1705 7.6777
O 5.5167 2.8487 -0.7478
P 6.4785 3.7284 0.0322
N 7.9111 3.1194 -0.6954
C 9.1540 2.7104 -0.0888
C 8.1448 3.6329 -2.0359
N 6.0914 3.0177 1.5896
C 6.8466 1.9011 2.1393
C 4.6626 2.6890 1.7418
N 7.3453 5.0528 0.8418
C 8.0410 4.9620 2.1045
C 6.4733 6.2431 0.8839
H 9.8245 3.5596 0.1190
H 9.6897 2.0348 -0.7619
H 9.0151 2.1362 0.8237
H 8.5451 4.6585 -2.0089
H 7.2157 3.6459 -2.6114
H 8.8437 3.0021 -2.5886
H 6.9145 1.0569 1.4404
H 6.3809 1.5442 3.0608
H 7.8508 2.1977 2.4460
H 4.4050 1.7396 1.2634
H 4.0350 3.4662 1.3044
H 4.3983 2.6225 2.7998
H 7.3674 4.8031 2.9556
H 8.5771 5.9003 2.2754
H 8.8088 4.1912 2.1132
H 5.6462 6.1110 1.5959
H 6.0396 6.4298 -0.1039
H 7.0333 7.1386 1.1608
```

**E**: -132544.785 eV
**Molar mass**: 968.81 g mol⁻¹
**E_HOMO**: -4.6 eV
**LUMO energy**: 0.77 eV
**Kohn-Sham gap**: 0.199 Eh
**Total charge**: -1

These are the Löwdin partial charges, in e, on atoms 1 to 8:
1 C -0.098
2 C -0.271
3 C -0.208
4 C -0.219
5 C -0.187
6 C -0.247
7 C -0.282
8 P 0.651

=====

Molecular formula: C36H90BN6O22
Method: DFT, ωB97M-V with the def2-TZVPD basis set

XYZ file:
```
155
Properties=species:S:1:pos:R:3
O 1.3176 2.5294 -1.0432
C 1.2041 1.3855 -0.7020
O 0.3284 0.5027 -1.1351
B 0.4013 -0.6863 -0.2419
O 1.6979 -0.5379 0.4957
C 2.1541 0.6788 0.2799
O 3.1626 1.1551 0.7256
O 0.2939 -1.9646 -0.9728
C -0.5994 -2.7248 -0.3799
O -0.9388 -3.8155 -0.7377
C -1.3127 -1.8568 0.6759
O -0.6700 -0.6912 0.7628
O -2.2561 -2.1865 1.3226
C -5.8744 -1.7331 -2.7797
C -5.8017 -1.8100 -1.2456
C -6.6753 -2.9244 -0.6371
O -8.0498 -2.5143 -0.7858
C -8.8162 -3.2858 -1.6592
N -4.4313 -2.1899 -0.9031
H -6.8301 -1.3207 -3.1059
H -5.6653 -2.7362 -3.1450
H -5.1458 -0.9742 -3.0714
H -6.0997 -0.8294 -0.8576
H -6.5800 -3.0328 0.4435
H -6.5372 -3.8784 -1.1499
H -8.9518 -4.3043 -1.2837
H -8.3920 -3.3488 -2.6732
H -9.7820 -2.8349 -1.8965
H -4.3322 -2.2460 0.1074
H -3.7751 -1.4627 -1.1751
C -2.0776 -7.9470 1.1625
C -2.3338 -6.6262 1.8281
C -1.1872 -6.1824 2.7612
O -1.6611 -5.0488 3.4832
C -0.7653 -4.4674 4.3774
N -2.6503 -5.5564 0.8930
H -2.3616 -8.0306 0.1157
H -2.5523 -8.7679 1.7094
H -1.0355 -8.2843 1.2453
H -3.1247 -6.7669 2.5791
H -0.3649 -5.7040 2.2006
H -0.7643 -7.0115 3.3422
H 0.1944 -4.1622 3.9519
H -0.5542 -5.0760 5.2678
H -1.2599 -3.6088 4.8349
H -1.7693 -5.5059 0.3687
H -2.5496 -4.6337 1.3181
C 4.5913 0.4873 4.0136
C 4.0632 -0.9071 3.7981
C 2.6309 -1.0403 4.3768
O 2.6840 -0.7840 5.7849
C 1.4282 -1.1213 6.3954
N 3.9907 -1.2816 2.3945
H 3.9791 1.2887 3.5997
H 5.5993 0.4636 3.5811
H 4.8271 0.7780 5.0385
H 4.6454 -1.6162 4.3948
H 2.0500 -1.9490 4.1847
H 2.0389 -0.1992 3.9771
H 1.3870 -0.8276 7.4412
H 1.4124 -2.2068 6.2672
H 0.5895 -0.6215 5.9006
H 3.3351 -2.0234 2.1998
H 3.7055 -0.4684 1.8553
C -0.0473 8.8617 -1.8140
C -0.0454 7.4301 -2.3962
C 0.4291 6.4453 -1.3221
O 1.6100 6.7928 -0.6093
C 1.9352 5.7760 0.3184
N -1.4077 7.1266 -2.8515
H -0.1387 9.5507 -2.6546
H 0.8892 9.0289 -1.2875
H -0.9056 9.0208 -1.1606
H 0.5776 7.3784 -3.2900
H 0.6413 5.4690 -1.7725
H -0.4517 6.2874 -0.6933
H 2.4639 4.9608 -0.1924
H 1.0702 5.2912 0.7760
H 2.6560 6.1351 1.0503
H -1.5726 6.1382 -2.9970
H -2.0348 7.5103 -2.1562
C 4.3085 2.5005 -4.8251
C 3.5519 3.5580 -3.9990
C 2.0591 3.3317 -3.9560
O 1.5442 3.7035 -5.2038
C 0.1297 3.7563 -5.3389
N 4.1827 3.5642 -2.6474
H 3.9512 2.3600 -5.8499
H 4.0227 1.5094 -4.4422
H 5.3831 2.6322 -4.7574
H 3.8241 4.4845 -4.5100
H 1.6809 4.0292 -3.1902
H 1.8409 2.3050 -3.6342
H -0.2744 4.5453 -4.7034
H -0.2836 2.7547 -5.2150
H -0.0364 4.0459 -6.3762
H 4.0676 4.5553 -2.4245
H 3.5532 3.1353 -1.9662
C 0.6512 3.4682 3.1770
C -0.7006 3.0087 3.7338
C -1.1764 1.6607 3.2907
O -2.5499 1.5009 3.5608
C -3.0327 0.2999 3.0022
N -0.5099 3.0295 5.2105
H 0.6356 4.5526 3.1752
H 0.6866 3.0373 2.1674
H 1.5072 3.0299 3.6888
H -1.4077 3.8285 3.5950
H -0.5249 0.8607 3.6699
H -1.0908 1.6091 2.1914
H -4.1050 0.2115 3.1855
H -2.6415 -0.5036 3.6463
H -2.7508 0.1347 1.9655
H 0.2693 2.4295 5.4704
H -1.2946 2.6355 5.7235
C 6.9236 0.6624 -0.2367
C 6.0250 1.5300 -1.0884
O 6.7170 2.2397 -2.0667
O 7.4490 -0.3825 -1.0735
H 6.3595 0.1777 0.5584
H 7.7449 1.2681 0.1590
H 5.4071 2.2012 -0.4778
H 5.2717 0.8442 -1.5080
H 6.0958 2.7935 -2.5690
H 7.5730 0.0246 -1.9402
C -3.5542 -5.3782 -2.6008
C -2.3682 -6.2768 -2.8527
O -2.6050 -7.2243 -3.8879
O -4.6964 -6.0641 -2.0674
H -3.7915 -4.7466 -3.4627
H -3.3701 -4.5745 -1.8803
H -2.1428 -6.7442 -1.8883
H -1.5339 -5.6712 -3.2208
H -1.7784 -7.6285 -4.1520
H -4.5442 -6.0757 -1.1147
C -2.5350 3.7574 0.2665
C -2.6943 3.7248 -1.2419
O -1.5244 3.8419 -2.0318
O -2.0794 4.9935 0.7659
H -1.8913 2.9232 0.5650
H -3.5280 3.5405 0.6607
H -3.2651 4.6138 -1.5315
H -3.3207 2.8800 -1.5515
H -0.9655 3.0543 -1.9884
H -1.1282 5.0769 0.6637
C 3.8445 -2.7020 -1.0005
C 3.4359 -4.0861 -1.4375
O 3.2907 -5.0666 -0.4004
O 5.2640 -2.6670 -1.0344
H 3.3085 -2.3425 -0.1199
H 3.4551 -2.0769 -1.8228
H 4.0473 -4.4357 -2.2784
H 2.4585 -4.0991 -1.9489
H 2.7957 -5.8006 -0.7659
H 5.5271 -1.8258 -0.6339
```

**E**: -93455.882 eV
**Molar mass**: 969.95 g mol⁻¹
**E_HOMO**: -7.1 eV
**LUMO energy**: 1.99 eV
**ΔE to the lowest compared entry with this formula, charge and spin**: 46.80 kcal per mole
**Kohn-Sham gap**: 0.334 Eh
**Total charge**: -1

These are the Löwdin partial charges, in e, on atoms 1 to 8:
1 O 0.126
2 C -0.383
3 O 0.240
4 B -0.850
5 O 0.200
6 C -0.380
7 O 0.132
8 O 0.244

=====

Molecular formula: C36H90N6O12
Method: DFT, ωB97M-V with the def2-TZVPD basis set

XYZ file:
```
144
Properties=species:S:1:pos:R:3
C -1.8176 1.0944 4.9480
O -0.9878 -0.0071 4.6642
C -1.8136 -1.0525 4.1847
C -1.1717 -2.2493 3.4516
N 0.2829 -1.9852 3.4532
C 1.1202 -3.1601 3.3283
C 0.9140 -4.0127 2.0835
O 1.5082 -3.4951 0.9073
C 0.7407 -2.4088 0.3776
H -1.2144 1.9332 5.3031
H -2.6889 0.9010 5.5734
H -2.1194 1.5029 3.9699
H -2.5664 -0.6753 3.4846
H -2.4228 -1.4560 5.0013
H -1.4786 -2.2169 2.3993
H -1.5108 -3.2337 3.7980
H 0.4735 -1.5510 4.3455
H 1.0527 -3.6719 4.2987
H 2.1498 -2.8173 3.1677
H -0.1129 -4.3936 2.1375
H 1.5621 -4.8764 2.2476
H 0.7916 -1.5067 0.9902
H -0.3060 -2.7239 0.3712
H 1.0815 -2.1757 -0.6280
C -2.1520 -0.2387 -2.5852
O -2.2910 0.5238 -3.7534
C -1.3108 1.5080 -3.9997
C -1.3727 2.7102 -3.0610
N -0.8192 2.5454 -1.7239
C 0.6255 2.3751 -1.6646
C 0.9373 1.6288 -0.3648
O 0.2985 2.3002 0.6858
C 0.1763 1.4422 1.8095
H -1.1732 -0.7004 -2.4070
H -2.8484 -1.0797 -2.5974
H -2.4156 0.3663 -1.7136
H -1.5683 1.7958 -5.0202
H -0.2949 1.0972 -4.0295
H -2.4413 2.9108 -2.9304
H -1.0164 3.6249 -3.5566
H -1.2065 3.1280 -1.0063
H 1.0631 3.3832 -1.6340
H 0.9835 1.7957 -2.5118
H 2.0177 1.4670 -0.2364
H 0.6240 0.5816 -0.4912
H 1.1893 1.0989 2.0486
H -0.3480 0.5048 1.5898
H -0.3097 1.9568 2.6298
C 2.4197 -0.3656 5.2629
O 2.8082 -1.7021 5.5222
C 2.5021 -2.2668 6.7870
C 3.2602 -3.5883 6.9071
N 4.5053 -3.4289 7.6553
C 5.3683 -2.4222 7.0797
C 6.8173 -2.7709 7.3801
O 7.7046 -1.9138 6.7038
C 9.0712 -2.1455 7.0444
H 2.1398 -0.2273 4.2173
H 3.3327 0.1933 5.4970
H 1.5642 0.0564 5.8014
H 1.4156 -2.4059 6.8026
H 2.7782 -1.6085 7.6164
H 3.4951 -3.9708 5.9058
H 2.6115 -4.3407 7.3577
H 4.9947 -4.2864 7.8554
H 5.2326 -1.4026 7.4525
H 5.3150 -2.3938 5.9822
H 6.9653 -3.8010 7.0315
H 6.9311 -2.6275 8.4632
H 9.2058 -3.1893 7.3384
H 9.3359 -1.4781 7.8647
H 9.6389 -1.9695 6.1342
C -3.5123 0.5967 1.0053
O -3.6698 -0.7966 1.1655
C -5.0378 -1.2020 1.2268
C -5.2040 -2.6859 0.9593
N -4.4006 -3.5177 1.8698
C -3.9448 -4.7589 1.2671
C -2.9797 -5.4928 2.2015
O -1.8887 -6.0174 1.4296
C -2.2774 -6.9315 0.4100
H -3.5328 1.1085 1.9729
H -4.3336 1.0231 0.4168
H -2.6115 0.8252 0.4370
H -5.6558 -0.6301 0.5316
H -5.3410 -0.9562 2.2522
H -4.8913 -2.8851 -0.0779
H -6.2393 -3.0307 1.0102
H -3.6591 -2.9153 2.2074
H -3.5565 -4.5779 0.2597
H -4.8267 -5.4072 1.2110
H -3.3568 -6.3350 2.7917
H -2.5064 -4.8422 2.9377
H -3.3303 -7.2154 0.4893
H -1.7563 -7.8718 0.6061
H -2.0301 -6.5128 -0.5622
C -3.1568 3.6567 -8.1061
O -3.4712 5.0233 -7.9792
C -2.3565 5.8660 -7.6348
C -2.2149 5.8074 -6.1384
N -3.3934 6.2461 -5.3759
C -3.5731 7.6812 -5.2655
C -4.9073 8.0249 -4.6322
O -6.0200 7.5392 -5.3542
C -6.0998 7.8901 -6.7117
H -2.7101 3.4667 -9.0968
H -4.1250 3.1642 -8.2032
H -2.4824 3.1240 -7.4319
H -2.6406 6.8751 -7.9364
H -1.4131 5.6259 -8.1304
H -1.3213 6.2755 -5.7119
H -2.1129 4.7750 -5.7850
H -4.1772 5.7722 -5.8107
H -3.3471 8.1598 -6.2294
H -2.8128 8.0517 -4.5673
H -5.0828 9.0844 -4.4146
H -4.9204 7.5353 -3.6569
H -7.1109 7.6473 -7.0413
H -5.4292 7.2772 -7.3254
H -5.9388 8.9670 -6.8347
C 1.8762 -1.2104 -6.6428
O 2.6963 -1.3565 -5.5011
C 1.9865 -1.2303 -4.2792
C 2.9887 -0.8110 -3.2147
N 3.4978 -1.9163 -2.3912
C 4.7987 -1.5425 -1.8258
C 4.8079 -0.2629 -0.9963
O 4.9320 0.9161 -1.7846
C 4.8186 2.0966 -1.0497
H 1.0753 -1.9492 -6.5426
H 2.4249 -1.2648 -7.5786
H 1.4130 -0.2133 -6.6746
H 1.6263 -2.2215 -3.9804
H 1.1862 -0.4953 -4.3799
H 2.6022 0.0121 -2.5927
H 3.8483 -0.2964 -3.6406
H 2.8572 -2.2028 -1.6649
H 5.5389 -1.4096 -2.6181
H 5.1494 -2.3784 -1.2192
H 5.6364 -0.2476 -0.2767
H 3.9156 -0.2210 -0.3560
H 5.7321 2.3522 -0.4844
H 4.1072 1.9916 -0.2199
H 4.6170 2.9219 -1.7282
```

**E**: -72291.078 eV
**Molar mass**: 799.15 g mol⁻¹
**E_HOMO**: -8.3 eV
**SMILES**: COCCNCCOC.COCCNCCOC.COCCNCCOC.COCCNCCOC.COCCNCCOC.COCCNCCOC
**LUMO energy**: 0.66 eV
**ΔE to the lowest compared entry with this formula, charge and spin**: 315.29 kcal per mole
**Kohn-Sham gap**: 0.331 Eh
**Total charge**: 0

These are the Löwdin partial charges, in e, on atoms 1 to 8:
1 C -0.114
2 O -0.198
3 C -0.204
4 C -0.172
5 N -0.053
6 C -0.206
7 C -0.223
8 O -0.159